{"formula": "C24H29N3O5", "method": "ωB97M-V/def2-TZVPD", "smiles": "COc1cccc(CN2CCNC(=O)[C@@H]2CC(=O)N2CCOc3ccccc3C2)c1OC", "relative_energy_kj_mol": 235.19, "gap_ev": 8.900, "total_charge": 0, "homo_energy_ev": -8.2428, "species": ["C", "O", "C", "C", "C", "C", "C", "C", "N", "C", "C", "N", "C", "O", "C", "C", "C", "O", "N", "C", "C", "O", "C", "C", "C", "C", "C", "C", "C", "C", "O", "C", "H", "H", "H", "H", "H", "H", "H", "H", "H", "H", "H", "H", "H", "H", "H", "H", "H", "H", "H", "H", "H", "H", "H", "H", "H", "H", "H", "H", "H"], "xyz": [[0.342, 4.205, 0.487], [-0.460, 3.051, 0.565], [-0.227, 2.157, 1.580], [0.783, 2.300, 2.519], [0.985, 1.328, 3.484], [0.173, 0.217, 3.531], [-0.860, 0.062, 2.617], [-1.723, -1.174, 2.684], [-0.981, -2.303, 2.148], [-1.361, -3.600, 2.643], [-2.688, -4.071, 2.039], [-2.551, -4.035, 0.602], [-1.683, -3.266, -0.078], [-1.592, -3.347, -1.293], [-0.826, -2.275, 0.707], [0.663, -2.467, 0.322], [1.364, -1.127, 0.188], [2.112, -0.713, 1.057], [1.109, -0.409, -0.929], [0.289, -0.810, -2.052], [-0.596, 0.344, -2.526], [0.009, 1.191, -3.492], [1.362, 1.355, -3.524], [1.879, 1.731, -4.765], [3.232, 1.938, -4.936], [4.098, 1.752, -3.872], [3.590, 1.390, -2.638], [2.229, 1.201, -2.437], [1.718, 0.907, -1.052], [-1.060, 1.024, 1.631], [-2.043, 0.790, 0.685], [-3.034, 1.787, 0.528], [-0.017, 4.751, -0.385], [0.232, 4.830, 1.378], [1.398, 3.954, 0.343], [1.435, 3.157, 2.491], [1.790, 1.446, 4.192], [0.335, -0.549, 4.272], [-2.670, -0.998, 2.151], [-1.946, -1.388, 3.733], [-0.575, -4.309, 2.364], [-1.428, -3.568, 3.732], [-3.505, -3.413, 2.364], [-2.922, -5.091, 2.354], [-3.132, -4.645, 0.043], [-1.147, -1.289, 0.354], [1.160, -3.005, 1.130], [0.748, -3.045, -0.598], [0.933, -1.121, -2.888], [-0.350, -1.652, -1.792], [-0.944, 0.929, -1.668], [-1.473, -0.062, -3.039], [1.186, 1.857, -5.582], [3.611, 2.232, -5.903], [5.160, 1.896, -3.999], [4.258, 1.257, -1.800], [2.536, 0.942, -0.328], [0.985, 1.672, -0.775], [-3.770, 1.362, -0.155], [-2.625, 2.704, 0.101], [-3.512, 2.015, 1.486]]}

---

{"formula": "C3H5FS2", "method": "ωB97M-V/def2-TZVPD", "smiles": "FCC(=S)CS", "relative_energy_kj_mol": 72.11, "gap_ev": 8.508, "total_charge": 0, "homo_energy_ev": -9.0574, "species": ["F", "C", "C", "S", "C", "S", "H", "H", "H", "H", "H"], "xyz": [[-0.553, 2.114, 0.226], [0.533, 1.448, -0.407], [0.699, -0.003, 0.024], [2.049, -0.819, -0.065], [-0.460, -0.426, 0.800], [-1.924, -0.924, -0.277], [1.479, 1.945, -0.130], [0.439, 1.459, -1.541], [-0.279, -1.274, 1.391], [-0.747, 0.465, 1.368], [-2.560, 0.159, -0.164]]}